1.
Here is C6H9N in the gas phase from OMol25. Energies are from ωB97M-V with the def2-TZVPD basis set.

Output
LUMO level: 0.03791 Eh
gap between HOMO and LUMO: 0.32033 hartree
SMILES string: Cc1ccc(C)[nH]1
relative energy (zero: lowest compared OMol25 entry of this formula, charge and spin): 0.214 eV
E_tot: -288.7742 hartree
E_HOMO: -7.7 eV
charge: 0

Last column: Löwdin charge in e.
CARTESIAN COORDINATES (ANGSTROEM)
1 N -0.06083 -0.62200 -0.19784  0.08
2 C 2.40467 -0.61790 -0.34998  -0.04
3 C 1.11743 -0.00548 0.07014  -0.34
4 C -0.59302 1.26548 0.76988  -0.06
5 C 0.81711 1.22009 0.59704  -0.06
6 C -1.12362 0.12191 0.23209  -0.33
7 C -2.50806 -0.25886 -0.16964  -0.04
8 H 2.94820 -0.04749 -1.09780  0.07
9 H -3.00038 -0.93964 0.53043  0.07
10 H -1.17635 2.07976 1.17003  0.10
11 H 3.11867 -0.82870 0.44954  0.08
12 H -2.50847 -0.72790 -1.16386  0.08
13 H 1.51790 1.97333 0.92563  0.10
14 H -0.09857 -1.54733 -0.57551  0.15
15 H 2.28063 -1.54305 -0.90420  0.07
16 H -3.12902 0.63380 -0.25378  0.08



2.
Here is 10 unconnected molecules or ions with the total composition C40H110N10O10 from OMol25. Energies are from ωB97M-V with the def2-TZVPD basis set.

Output
LUMO level: 0.01544 Eh
gap between HOMO and LUMO: 0.32173 hartree
SMILES string: COC[C@H](C)N.COC[C@H](C)N.COC[C@H](C)N.COC[C@H](C)N.COC[C@H](C)N.COC[C@H](C)N.COC[C@H](C)N.COC[C@H](C)N.COC[C@H](C)N.COC[C@H](C)N
relative energy (zero: lowest compared OMol25 entry of this formula, charge and spin): 7.210 eV
E_tot: -2889.5462 hartree
E_HOMO: -8.3 eV
charge: 0

Last column: Löwdin charge in e.
CARTESIAN COORDINATES (ANGSTROEM)
1 O 5.81115 -0.79701 -2.85427  -0.21
2 O 6.98764 -2.88425 2.09847  -0.17
3 O -7.95009 -1.61654 1.52718  -0.18
4 O -4.23931 6.55830 -0.09952  -0.24
5 O 1.82063 -2.99490 3.57240  -0.22
6 O 1.84293 0.52604 -0.22812  -0.19
7 O 2.16256 4.09106 1.26737  -0.17
8 O 0.48234 -5.67025 0.61694  -0.27
9 O -4.05440 -1.09213 -4.49123  -0.19
10 O -0.03578 7.38684 -3.41581  -0.19
11 N -2.77082 5.17544 -2.51060  0.03
12 N -0.93962 -7.41094 -2.45330  0.01
13 N -0.87152 -0.48996 0.18959  0.03
14 N 4.71275 -5.64361 1.23230  0.01
15 N 5.54725 3.34989 2.56945  0.03
16 N -5.17675 -2.65497 2.79155  0.03
17 N -3.45428 3.65605 -0.21026  0.04
18 N 5.53232 0.44066 -0.35570  0.02
19 N -0.08576 -3.01934 1.56058  0.06
20 N -2.68944 1.32679 -1.91919  0.05
21 C -0.58076 -3.21778 2.94547  -0.37
22 C -4.61489 7.94205 0.27019  -0.06
23 C 5.46054 0.57965 -2.72656  -0.16
24 C -1.43179 5.69069 -2.40773  -0.42
25 C 0.63138 -3.72466 3.83127  -0.20
26 C 0.32335 8.12563 -4.55865  -0.11
27 C -1.29618 1.13568 1.85206  -0.06
28 C -1.75443 -4.16283 2.94884  -0.04
29 C -3.80019 0.70551 -2.64880  -0.43
30 C -3.19889 -0.51426 -3.47971  -0.16
31 C -4.75508 4.14702 0.07520  -0.43
32 C 7.70154 0.79830 -1.16443  -0.06
33 C -7.52523 -0.26704 1.85641  -0.08
34 C 3.56507 4.11084 1.08452  -0.16
35 C 1.69280 -6.03832 1.33284  -0.08
36 C -4.64540 -3.26975 0.55602  -0.07
37 C 6.89115 -1.87737 3.08795  -0.11
38 C 1.46137 4.24088 0.08144  -0.15
39 C -5.15918 -1.82413 -3.98388  -0.12
40 C 5.33651 -1.42627 -3.98879  -0.13
41 C -0.48172 -4.91138 -2.04599  -0.03
42 C 6.20118 1.11866 -1.44802  -0.38
43 C 2.91505 -3.36893 4.38914  -0.09
44 C -5.52447 3.08646 0.86000  -0.05
45 C -0.43443 4.58337 -2.93325  -0.04
46 C -5.43351 -2.28953 1.42430  -0.39
47 C 1.11992 0.49577 1.01470  -0.14
48 C 1.80816 -0.62914 -0.99341  -0.12
49 C 5.31038 -4.37427 1.05607  -0.40
50 C 6.06066 -3.96748 2.37976  -0.16
51 C -4.38613 1.70719 -3.61301  -0.06
52 C 4.16663 -3.36104 0.68460  -0.03
53 C 4.15050 3.44670 2.35919  -0.45
54 C -1.39153 6.96064 -3.27677  -0.19
55 C -0.10006 -6.41121 -1.71484  -0.36
56 C -0.37531 0.77566 0.74737  -0.42
57 C 3.49831 3.93818 3.66160  -0.06
58 C -4.79690 5.54062 0.80765  -0.14
59 C -7.00993 -2.49600 1.05347  -0.21
60 C -0.15916 -6.75180 -0.14651  -0.14
61 H -0.03666 -4.35206 -1.22308  0.05
62 H 2.70602 -0.61236 -1.61121  0.07
63 H 0.37223 4.26621 0.11651  0.08
64 H -0.91511 1.81220 2.61705  0.08
65 H -4.82372 -2.93244 -0.46502  0.06
66 H -4.42201 2.74115 -3.26990  0.06
67 H -4.38892 8.50032 -0.63831  0.09
68 H -2.71330 -3.67032 2.78727  0.04
69 H 6.05092 -1.28860 2.71988  0.08
70 H 4.61258 0.82374 -0.19008  0.06
71 H -6.68359 -0.24927 2.54882  0.07
72 H -0.52443 -8.29217 -2.18655  0.05
73 H 0.90139 -6.72875 -2.00530  0.12
74 H 7.89743 -0.16384 -1.63774  0.07
75 H -4.00548 1.70608 -4.63439  0.08
76 H 2.07848 -5.19635 1.90767  0.06
77 H -1.96075 6.75745 -4.18384  0.12
78 H -5.24803 4.28078 -0.88772  0.14
79 H -2.90914 4.42971 -0.56292  0.05
80 H -5.76645 -2.29753 -4.75537  0.08
81 H 3.82544 2.40714 2.40119  0.12
82 H 0.86549 -2.92977 1.88798  0.04
83 H -5.78827 5.88335 1.10402  0.12
84 H 5.23036 -6.35454 1.72904  0.08
85 H -1.63518 0.18284 2.25860  0.07
86 H 8.32649 1.48525 -1.73507  0.06
87 H -2.21249 1.56437 1.44623  0.05
88 H 0.83782 -4.79396 3.87694  0.12
89 H -7.39083 -3.44916 1.42019  0.12
90 H -3.18908 1.98724 -1.34103  0.01
91 H -0.50755 3.64898 -2.37677  0.06
92 H 3.20115 4.97615 3.51181  0.07
93 H 0.83038 8.95829 -4.07109  0.08
94 H -5.40817 1.34061 -3.70869  0.07
95 H -1.95780 7.67410 -2.67809  0.12
96 H -5.69369 7.95083 0.42581  0.07
97 H -2.89059 4.29911 -2.02296  0.02
98 H 7.75454 -1.21611 3.16125  0.09
99 H 2.55808 3.47509 3.96096  0.07
100 H -7.24857 -2.73222 0.01648  0.11
101 H 0.60481 4.90755 -2.87864  0.06
102 H -5.31259 -3.64033 2.96681  0.08
103 H 0.23438 -3.57356 4.83510  0.12
104 H 4.69331 -2.43689 0.44657  0.06
105 H 1.71313 5.12522 -0.50395  0.09
106 H -1.90553 -7.55000 -2.19293  0.06
107 H -6.60213 3.22107 0.76704  0.08
108 H -1.61639 -4.96187 2.22043  0.08
109 H -1.53530 -4.63700 -1.99322  0.07
110 H 4.69089 -6.02909 0.29901  0.08
111 H -4.17057 5.48969 1.69827  0.12
112 H 4.39560 0.73840 -2.55688  0.11
113 H -5.19035 3.17148 1.89403  0.08
114 H -0.54127 8.47076 -5.12556  0.09
115 H -0.69913 -2.23485 3.40146  0.13
116 H 1.43448 -6.85143 2.01124  0.08
117 H 5.39074 -3.94725 3.23935  0.09
118 H -4.55114 0.33588 -1.95055  0.12
119 H 5.53663 -0.54073 -0.59433  0.06
120 H 1.22060 -0.46351 1.52239  0.11
121 H 5.79861 1.04413 -3.65287  0.12
122 H 6.65173 -4.84310 2.64811  0.11
123 H 8.03999 0.79207 -0.12832  0.07
124 H 2.84380 -3.21466 5.46581  0.10
125 H -0.04946 -3.88772 1.04608  0.04
126 H -5.20490 -1.23080 1.30205  0.12
127 H 5.85820 -1.08563 -4.88316  0.09
128 H 5.80127 2.75533 3.34539  0.07
129 H -0.61182 4.39446 -3.99201  0.08
130 H -1.16960 5.91971 -1.37482  0.12
131 H 1.80451 -1.40870 -0.23161  0.09
132 H 0.24011 -7.72516 0.13851  0.11
133 H -4.93501 -2.56611 -3.21752  0.08
134 H -3.57868 -3.27200 0.78010  0.06
135 H 6.57807 -2.23126 4.07022  0.08
136 H -1.82773 -4.50352 3.98163  0.08
137 H -4.26278 8.26349 1.25040  0.08
138 H -0.08766 -4.68070 -3.03574  0.07
139 H -0.73509 -1.26105 0.82747  0.01
140 H -0.51118 1.57918 0.02350  0.12
141 H -2.85224 -1.26092 -2.76526  0.10
142 H -0.27792 -0.79821 -0.56720  0.02
143 H -2.28277 0.60027 -1.34745  0.03
144 H 3.59261 -3.70535 -0.17567  0.07
145 H -3.04499 3.38077 0.67110  0.08
146 H 2.45610 -6.50114 0.70733  0.07
147 H -7.15441 0.23539 0.96302  0.07
148 H -3.37841 5.80062 -2.00063  0.05
149 H 3.22159 -4.36972 4.08494  0.09
150 H 3.65950 -2.68244 3.98583  0.08
151 H 1.56528 3.49173 -0.70347  0.08
152 H 1.46741 1.35669 1.58582  0.11
153 H 5.94215 -4.38305 0.16787  0.13
154 H -5.89126 -1.09885 -3.62871  0.07
155 H 5.42183 -2.50801 -3.88554  0.09
156 H 4.24686 -1.41004 -4.01152  0.08
157 H 3.95921 5.11955 0.96105  0.13
158 H -8.35977 0.28618 2.28722  0.09
159 H -4.24745 -2.42645 3.11448  0.05
160 H 5.91253 2.83218 1.78291  0.06
161 H 3.39841 -3.22352 1.44553  0.05
162 H 1.04282 -0.66342 -1.76878  0.09
163 H -5.28794 2.05745 0.58927  0.07
164 H 1.07245 7.67813 -5.21187  0.08
165 H 4.18598 3.95020 4.50722  0.07
166 H -1.23080 -6.79688 0.04749  0.11
167 H 6.09339 2.19658 -1.32729  0.13
168 H -4.97913 -4.30185 0.66323  0.08
169 H 3.83212 3.56395 0.18026  0.11
170 H -2.31582 -0.22633 -4.05015  0.12



Please write out number 1 again, unchanged.
Here is C6H9N in the gas phase from OMol25. Energies are from ωB97M-V with the def2-TZVPD basis set.

Output
LUMO level: 0.03791 Eh
gap between HOMO and LUMO: 0.32033 hartree
SMILES string: Cc1ccc(C)[nH]1
relative energy (zero: lowest compared OMol25 entry of this formula, charge and spin): 0.214 eV
E_tot: -288.7742 hartree
E_HOMO: -7.7 eV
charge: 0

Last column: Löwdin charge in e.
CARTESIAN COORDINATES (ANGSTROEM)
1 N -0.06083 -0.62200 -0.19784  0.08
2 C 2.40467 -0.61790 -0.34998  -0.04
3 C 1.11743 -0.00548 0.07014  -0.34
4 C -0.59302 1.26548 0.76988  -0.06
5 C 0.81711 1.22009 0.59704  -0.06
6 C -1.12362 0.12191 0.23209  -0.33
7 C -2.50806 -0.25886 -0.16964  -0.04
8 H 2.94820 -0.04749 -1.09780  0.07
9 H -3.00038 -0.93964 0.53043  0.07
10 H -1.17635 2.07976 1.17003  0.10
11 H 3.11867 -0.82870 0.44954  0.08
12 H -2.50847 -0.72790 -1.16386  0.08
13 H 1.51790 1.97333 0.92563  0.10
14 H -0.09857 -1.54733 -0.57551  0.15
15 H 2.28063 -1.54305 -0.90420  0.07
16 H -3.12902 0.63380 -0.25378  0.08



Question: Which of these has the lowest E_HOMO?
Answer: C40H110N10O10